[1]
Below is a cluster of 4 separate species, C25H38NO9 in total at a distorted geometry, with properties calculated with ωB97M-V/def2-TZVPD.

```
73
Properties=species:S:1:pos:R:3:mulliken_charge:R:1
C -3.8220 -0.1712 -1.4629 -0.290
C -4.4864 -0.8240 -0.2286 -0.534
C -4.0195 -0.4686 1.1997 -0.545
C -2.8561 0.5600 1.4300 0.587
C -2.4246 0.8146 2.9466 -0.574
C -0.9413 1.3830 3.1398 -0.243
C 0.1948 0.2223 3.2618 0.466
C 0.7161 -0.2893 1.8115 -0.420
C 0.9208 -1.8821 1.8185 -0.590
C -0.4481 -2.5318 2.3350 -0.779
N -0.8598 -2.1409 3.7265 0.055
C -0.1752 -0.9392 4.2965 -1.351
C -2.2438 1.2231 0.1788 -0.020
C -2.6941 0.8883 -1.2907 -0.611
H -4.1516 -0.4598 -2.5107 0.297
H -5.3106 -1.6007 -0.3451 0.333
H -4.5017 -0.9472 2.1266 0.265
H -2.6708 -0.1275 3.5411 0.184
H -3.1406 1.6320 3.3482 0.444
H -0.6666 2.0390 2.2465 -0.440
H -0.8860 2.0725 4.0654 0.420
H 1.1023 0.7743 3.7223 0.450
H 1.7597 0.1715 1.6223 0.203
H 0.0523 0.0160 0.9378 0.156
H 1.0311 -2.2045 0.7152 0.397
H 1.8616 -2.2411 2.3531 0.326
H -0.2898 -3.6777 2.3260 0.356
H -1.3467 -2.3528 1.6356 0.282
H -1.8999 -2.1053 3.7526 0.425
H -0.6135 -2.9457 4.3441 0.437
H -0.8423 -0.5123 5.1389 0.379
H 0.8055 -1.2921 4.7919 0.381
H -1.3888 1.9786 0.2845 0.150
H -2.1726 1.4090 -2.1660 0.392
C -3.0900 -3.6257 -6.0374 -1.461
C -3.2316 -2.1223 -6.1253 0.556
C -2.4487 -1.4983 -7.2430 -0.542
O -2.2433 -0.1748 -6.7609 -0.310
C -2.2450 -0.2556 -5.4016 0.630
O -1.9184 0.6358 -4.6701 -0.506
O -2.6667 -1.4827 -4.9823 -0.347
H -2.0390 -3.9270 -6.0622 0.351
H -3.4994 -3.9942 -5.0934 0.359
H -3.6109 -4.1160 -6.8627 0.387
H -4.2915 -1.8472 -6.1719 0.260
H -2.9953 -1.4900 -8.1869 0.308
H -1.4693 -1.9625 -7.4009 0.311
C 1.7859 4.2813 0.3748 -1.483
C 1.1673 4.7475 1.6746 0.723
C 1.3293 6.2159 1.9352 -0.503
O 1.2569 6.2751 3.3553 -0.315
C 1.7049 5.0721 3.8139 0.621
O 1.9517 4.8334 4.9608 -0.549
O 1.8342 4.1741 2.7941 -0.334
H 2.8152 4.6361 0.2758 0.420
H 1.8267 3.1892 0.3396 0.265
H 1.2113 4.6402 -0.4822 0.399
H 0.1147 4.4426 1.7211 0.130
H 0.5408 6.8151 1.4779 0.327
H 2.3030 6.6085 1.6233 0.312
C 5.4177 -3.1864 0.3598 -1.511
C 4.5204 -2.1078 -0.2058 1.151
C 4.4158 -2.1246 -1.7027 -0.473
O 4.0882 -0.7705 -1.9930 -0.310
C 4.6222 -0.0206 -0.9862 0.641
O 4.6969 1.1734 -0.9982 -0.542
O 5.0585 -0.8117 0.0366 -0.359
H 6.3844 -3.2056 -0.1505 0.374
H 5.6250 -2.9969 1.4162 0.374
H 4.9545 -4.1711 0.2626 0.383
H 3.5327 -2.1528 0.2689 -0.364
H 3.6393 -2.8006 -2.0638 0.324
H 5.3600 -2.3654 -2.2023 0.314
```

Gap between HOMO and LUMO   8.0 eV
Highest occupied orbital energy   -11.1 eV
Net charge   +1


[2]
Below is the molecule C7H10O2S at a distorted geometry, with properties calculated with ωB97M-V/def2-TZVPD.

```
20
Properties=species:S:1:pos:R:3:nbo_charge:R:1
C -0.3081 -1.7431 -0.3479 -0.297
C -1.2404 -0.5708 -0.3253 0.381
C -0.6783 0.7774 -0.4941 -0.516
C 0.6965 0.8042 -1.0558 -0.394
C 0.9806 -1.4025 -0.2099 -0.123
C 1.5687 -0.0357 -0.1179 -0.273
C 1.5383 0.4221 1.3680 -0.615
O -2.4146 -0.6458 0.1540 -0.576
O -4.6553 0.2214 0.7443 -0.886
S -3.3884 0.6686 0.1410 1.085
H -0.6264 -2.7214 -0.2126 0.231
H -1.3672 1.2950 -1.3603 0.225
H -0.8590 1.3101 0.4399 0.235
H 0.6285 0.2035 -2.0137 0.221
H 1.1322 1.8458 -1.1618 0.221
H 1.8820 -2.0366 -0.2083 0.214
H 2.5701 -0.0357 -0.5232 0.213
H 2.4327 0.1791 1.9565 0.225
H 0.7240 -0.0449 1.9240 0.216
H 1.3843 1.5092 1.3029 0.210
```

Gap between HOMO and LUMO (alpha / beta)   7.9 / 6.1 eV
Highest occupied orbital energy (alpha / beta)   -7.9 / -6.8 eV
Energy above the lowest of the compared OMol25 structures with the same formula, charge and spin   55.8 kcal/mol


[3]
Below is a cluster of 3 separate species, C25H49N3O4 in total at a distorted geometry, with properties calculated with ωB97M-V/def2-TZVPD.

```
81
Properties=species:S:1:pos:R:3:mulliken_charge:R:1
C -0.0022 -3.8389 -1.7078 -1.012
C -1.0836 -3.1130 -1.4516 0.073
C -1.5118 -2.6727 -0.0784 0.579
C -3.0102 -2.9099 0.1827 0.030
C -3.2754 -4.1711 0.9992 -0.999
N -3.0354 -5.3371 0.1645 -0.207
C -3.8418 -6.5177 0.4678 -0.935
O -3.5865 -1.7710 0.8514 -0.357
C -3.9981 -0.8199 -0.0102 0.042
O -3.6134 0.3050 0.0168 -0.388
H 0.7906 -3.9376 -0.9711 0.239
H 0.1498 -4.3211 -2.6653 0.287
H -1.7019 -2.7570 -2.2747 0.298
H -0.9075 -3.1766 0.6783 0.290
H -1.3516 -1.5898 -0.0006 -0.686
H -3.5013 -3.0769 -0.7850 0.369
H -4.3213 -4.1742 1.3099 0.526
H -2.6344 -4.1350 1.8912 0.259
H -2.0542 -5.5642 0.1113 0.235
H -4.5755 -6.6933 -0.3264 0.266
H -4.4095 -6.3937 1.3948 0.319
H -3.2305 -7.4182 0.5379 0.310
H -4.7485 -1.1803 -0.7312 0.420
C 4.3467 -0.2471 -4.6330 -1.590
C 2.8194 -0.2952 -4.4746 1.660
C 2.1901 1.0390 -4.8834 -1.259
C 2.4273 2.1544 -3.8673 -0.696
C 1.9389 1.7278 -2.4842 -1.114
C 2.5555 0.4102 -2.0099 2.010
N 2.4222 -0.6426 -3.0727 0.388
O 1.2468 -1.1735 -3.0426 -0.479
C 4.0255 0.6331 -1.6094 -2.025
C 1.8388 -0.0752 -0.7536 -2.076
C 2.3403 -1.3942 -5.4157 -1.935
H 4.5906 0.0590 -5.6509 0.421
H 4.8448 0.4514 -3.9698 0.277
H 4.7785 -1.2345 -4.4646 0.379
H 1.1114 0.8988 -5.0056 0.381
H 2.5805 1.3251 -5.8623 0.426
H 3.4864 2.4246 -3.8386 0.352
H 1.8918 3.0525 -4.1799 0.400
H 2.1624 2.5009 -1.7455 0.414
H 0.8495 1.6242 -2.5107 0.350
H 4.5595 -0.3156 -1.5413 0.384
H 4.0638 1.1088 -0.6297 0.482
H 4.5676 1.2896 -2.2855 0.399
H 0.7654 -0.1689 -0.9027 0.256
H 2.0068 0.6451 0.0475 0.521
H 2.2273 -1.0435 -0.4327 0.484
H 2.7089 -2.3702 -5.0982 0.450
H 2.7253 -1.1898 -6.4156 0.427
H 1.2556 -1.4425 -5.4729 0.353
C 0.4924 1.8480 5.0414 -1.622
C 0.0651 3.1477 4.3424 1.542
C -1.3434 3.5581 4.7804 -1.317
C -2.4387 2.6751 4.1852 -0.452
C -2.3332 2.6457 2.6613 -1.281
C -0.9510 2.2208 2.1634 2.291
N 0.1219 3.0144 2.8518 0.471
O 0.2863 4.1646 2.2906 -0.633
C -0.7667 0.7066 2.3757 -1.612
C -0.8487 2.4505 0.6627 -1.912
C 1.0673 4.2055 4.7890 -1.831
H 0.3865 1.9713 6.1200 0.429
H -0.0938 0.9781 4.7674 0.290
H 1.5391 1.6272 4.8279 0.387
H -1.5215 4.5943 4.4761 0.354
H -1.3899 3.5409 5.8716 0.437
H -2.3771 1.6639 4.5970 0.291
H -3.4174 3.0629 4.4740 0.429
H -3.0740 1.9650 2.2368 0.180
H -2.5618 3.6434 2.2730 0.460
H 0.2853 0.4260 2.2957 0.445
H -1.3215 0.1702 1.6063 -0.136
H -1.1516 0.3475 3.3274 0.387
H -1.0695 3.4782 0.3836 0.426
H -1.5693 1.8063 0.1600 0.365
H 0.1498 2.2027 0.2977 0.374
H 2.0678 3.9780 4.4199 0.450
H 1.0977 4.2191 5.8794 0.408
H 0.7962 5.2003 4.4444 0.378
```

⟨S²⟩   2.0083
Multiplicity   3
Gap between HOMO and LUMO (alpha / beta)   8.9 / 9.3 eV
Highest occupied orbital energy (alpha / beta)   -8.0 / -8.8 eV


[4]
Below is a structure of composition C20H23As2AuN3S at a distorted geometry, with properties calculated with ωB97M-V/def2-TZVPD.

```
50
Properties=species:S:1:pos:R:3:nbo_charge:R:1
Au 12.3127 10.8162 7.1285 0.657
C 15.7416 10.5781 5.6333 -0.923
As 14.1409 9.5072 5.9731 1.066
C 13.8319 8.4580 4.3707 -0.891
C 14.7197 8.2614 7.3548 -0.376
C 15.7867 7.3265 7.0573 -0.202
C 16.2561 6.5026 8.0471 -0.104
C 15.6944 6.5738 9.3013 -0.151
C 14.5955 7.4175 9.5908 -0.202
C 14.1130 8.2123 8.5858 -0.351
As 12.5709 9.3260 8.9810 1.094
C 12.9383 10.2880 10.5663 -0.985
C 10.8676 8.3482 9.2838 -0.890
H 16.4644 10.0197 4.9691 0.281
H 16.1417 10.6846 6.6475 0.258
H 15.3838 11.5557 5.2393 0.253
H 14.8059 7.9997 4.1565 0.265
H 13.5769 9.1553 3.5770 0.261
H 13.1368 7.7377 4.6022 0.246
H 16.4005 7.4177 6.1581 0.237
H 17.0177 5.7738 7.8730 0.248
H 16.0549 5.9184 10.1213 0.258
H 14.1054 7.3622 10.5078 0.229
H 12.8545 9.6404 11.4487 0.277
H 12.2279 11.0960 10.7196 0.272
H 13.9691 10.7546 10.5179 0.281
H 10.8982 7.9010 10.2341 0.262
H 10.7445 7.5295 8.5670 0.255
H 10.0458 9.0323 9.1402 0.251
N 8.1382 12.1957 5.1951 -0.529
C 7.5337 10.9625 5.1966 0.255
C 6.2574 10.5810 4.8916 -0.252
C 5.9366 9.2244 5.1227 0.040
C 6.9282 8.3002 5.6200 -0.176
C 8.1666 8.6804 5.9714 -0.186
C 8.5071 10.0600 5.8017 0.231
N 9.6287 10.7616 6.1440 -0.483
C 9.3769 12.0115 5.7206 0.482
C 10.3520 13.0524 5.7651 0.015
C 10.1594 14.3485 5.3874 -0.369
S 11.5875 15.2050 5.6249 0.705
C 12.3601 13.8633 6.2054 -0.144
N 11.5986 12.7950 6.2640 -0.523
H 7.8588 13.1378 4.9133 0.460
H 5.4854 11.1810 4.5437 0.267
H 4.9567 8.8203 4.8335 0.268
H 6.6659 7.2287 5.6418 0.271
H 8.9059 8.0228 6.4456 0.250
H 9.2943 14.8424 4.9782 0.279
H 13.3598 13.9413 6.5644 0.265
```

⟨S²⟩   2.0333
Multiplicity   3
Gap between HOMO and LUMO (alpha / beta)   7.6 / 5.2 eV
Highest occupied orbital energy (alpha / beta)   -16.7 / -17.3 eV
Net charge   +3


| no. | calculated total energy (eV) |
| --- | --- |
| 1 | -46448.784 |
| 2 | -22347.616 |
| 3 | -39375.588 |
| 4 | -161760.661 |